A molecular structure, C37H31FIrN5O3 in a non-equilibrium geometry. Source: OMol25; level of theory: ωB97M-V with the def2-TZVPD basis set.

Computed properties:
E_LUMO (spin up / spin down) = -5.53 / -5.54 eV
orbital gap (spin up / spin down) = 0.12947 / 0.14258 hartree
HOMO level (spin up / spin down) = -9.054 / -9.416 eV
strongest force on any atom = 2.0 eV/Å
total charge = +1
<S²> = 1.137
multiplicity = 2
ΔE to the lowest compared entry with this formula, charge and spin = 77.2 kcal per mole

CARTESIAN COORDINATES (ANGSTROEM)
Ir (-0.850249, -1.347672, -0.874453)
F (5.148606, 1.020604, 5.040006)
O (-1.632609, 2.981471, -0.679930)
O (0.239085, 4.627370, -0.739815)
O (-1.232222, 0.856564, -0.212717)
N (-0.079040, -0.272287, -2.544653)
N (-2.834811, -1.081902, 0.197304)
N (-0.876770, -3.211199, 0.138902)
N (1.368468, -3.112723, -0.372012)
N (0.994398, -2.092451, -1.099831)
C (0.409332, -3.668012, 0.349526)
C (-4.068399, -0.853322, -0.243420)
C (-0.384127, -5.302719, 1.920386)
C (-2.426793, 2.290872, -3.662967)
C (1.767709, -1.690228, -2.151257)
C (1.023541, 3.652387, -0.338789)
C (4.051322, 0.972537, 4.262845)
C (3.032545, -0.822602, -4.461498)
C (-3.678301, -0.992577, 2.431606)
C (3.961850, 1.797400, 3.188863)
C (-0.554051, 0.926082, -3.001251)
C (0.663606, -4.710169, 1.270094)
C (-1.579827, 3.377691, -3.849804)
C (2.001699, -0.173785, 3.727156)
C (-2.652062, -1.119969, 1.520035)
C (1.791492, -0.298456, -4.143050)
C (0.300410, 2.033454, -3.196854)
C (1.846047, 0.627517, 2.639736)
C (0.562631, 2.382288, -0.058466)
C (3.018478, -2.203160, -2.481655)
C (0.937550, 0.397414, 1.483197)
C (1.155437, -0.691908, -2.957696)
C (3.300046, 3.080182, 0.287509)
C (1.491981, 1.279786, 0.334565)
C (2.723672, 1.805190, 2.372968)
C (2.426025, 3.972359, -0.191698)
C (-4.979708, -0.784231, 1.981410)
C (3.071366, 0.026277, 4.606230)
C (-6.116887, -0.655796, 2.934223)
C (-1.690849, -4.898651, 1.610197)
C (-5.153407, -0.699554, 0.601968)
C (-0.217834, 3.241620, -3.611293)
C (3.648941, -1.754238, -3.630803)
C (-1.929875, 1.083481, -3.231314)
C (2.879744, 1.763244, 0.816771)
C (-1.882085, -3.873998, 0.715506)
C (-0.876411, 2.058784, -0.332275)
H (-6.132708, -0.512050, 0.190994)
H (1.352130, 1.936158, -2.959477)
H (-6.732731, -1.555201, 2.911794)
H (3.458603, -2.943937, -1.835205)
H (-4.205406, -0.799106, -1.313611)
H (3.518732, -0.510937, -5.372423)
H (-2.572659, 0.229055, -3.070278)
H (3.183184, -0.566952, 5.496274)
H (1.685293, -5.002373, 1.441370)
H (1.294446, 0.381154, -4.821005)
H (-2.880070, -3.571040, 0.433799)
H (1.631792, 0.647648, -0.552503)
H (2.174652, 2.739180, 2.594046)
H (1.312296, -0.989269, 3.901906)
H (-5.760025, -0.517737, 3.951726)
H (4.616227, -2.152852, -3.892072)
H (-1.643164, -1.280114, 1.875467)
H (-1.980048, 4.331958, -4.156354)
H (0.936128, -0.664141, 1.203385)
H (-3.466164, -1.052514, 3.487907)
H (-2.543453, -5.375307, 2.059416)
H (-6.754844, 0.182333, 2.662484)
H (4.747061, 2.496555, 2.966112)
H (3.625588, 0.997815, 0.581623)
H (-3.481736, 2.398009, -3.854862)
H (-0.221086, -6.093061, 2.636262)
H (2.715848, 4.965396, -0.496102)
H (-0.699310, 4.245392, -0.795756)
H (-0.087124, 0.679040, 1.725031)
H (0.442121, 4.086077, -3.742926)
H (4.346765, 3.327855, 0.379479)

Forces on atoms 1 to 6 (eV/Å):
Ir 1.14 -1.11 0.86
F -0.30 -0.04 -0.14
O -0.31 0.30 0.20
O -0.02 0.65 -0.22
O -0.26 -0.94 0.26
N 0.86 -1.29 0.38


A molecular structure, C37H32BaN7O4P2 in a non-equilibrium geometry. Source: OMol25; level of theory: ωB97M-V with the def2-TZVPD basis set.

Computed properties:
E_LUMO = -2.05 eV
orbital gap = 0.30533 hartree
HOMO level = -10.354 eV
strongest force on any atom = 4.0 eV/Å
total charge = +1
ΔE to the lowest compared entry with this formula, charge and spin = 26.9 kcal per mole

CARTESIAN COORDINATES (ANGSTROEM)
Ba (-0.646755, -1.351807, -1.019566)
P (0.168243, -1.333757, 1.944608)
P (-1.509520, 1.038104, 0.871198)
O (1.837949, -1.400207, -1.840162)
O (-0.851361, -2.212589, 1.332590)
O (-2.212045, 0.346397, -0.224084)
O (0.313317, 0.447396, -2.394098)
N (2.370135, -0.443024, -2.523459)
N (-1.791605, -1.699168, -3.753790)
N (-2.122116, -1.558039, -6.503179)
N (-0.074581, -4.768785, -4.607664)
N (0.483523, -5.521168, -3.662766)
N (1.559452, 0.497875, -2.789675)
N (-0.383346, -3.857436, -2.588046)
C (1.501795, 3.779121, -4.514253)
C (2.018176, 1.685420, -3.456520)
C (-3.891277, 0.821024, 4.757008)
C (-0.595765, -3.759478, -3.942609)
C (0.669880, -0.221613, 5.820448)
C (-1.960587, 3.776520, 1.147314)
C (-1.310034, -2.653232, -4.558715)
C (3.292503, -3.888785, 2.084360)
C (0.296222, -4.965206, -2.447280)
C (-3.578173, 0.190268, 2.461376)
C (0.145233, 0.316818, 1.162627)
C (-0.355769, -0.899754, 6.465780)
C (4.339525, -3.188716, 1.499995)
C (-1.169015, 2.800019, 0.546445)
C (-1.240751, -1.686872, 5.738704)
C (-1.109453, -1.793753, 4.364339)
C (3.785967, 3.071146, -4.307633)
C (-1.962698, 1.613863, 3.566847)
C (2.853500, 4.006633, -4.729404)
C (-0.082461, -1.115189, 3.722390)
C (2.895592, -1.299236, 1.141035)
C (-0.190882, 3.154361, -0.378499)
C (-1.758049, 5.111734, 0.834159)
C (-2.426980, -0.683746, -4.323119)
C (0.005751, 4.491366, -0.684930)
C (3.376758, 1.913554, -3.670775)
C (-2.596076, -0.615359, -5.704029)
C (4.137885, -1.898000, 1.029419)
C (-2.401948, 0.930774, 2.434485)
C (-0.771983, 5.467330, -0.077104)
C (-2.712959, 1.556230, 4.728534)
C (1.079892, 2.624982, -3.881490)
C (0.815060, -0.336210, 4.448228)
C (1.843061, -2.002383, 1.723562)
C (-1.480865, -2.572892, -5.945115)
C (2.046234, -3.295757, 2.197432)
C (-4.322423, 0.135054, 3.629848)
H (-0.458216, -0.818561, 7.539480)
H (3.450859, -4.892597, 2.454337)
H (-2.383146, 2.088492, 5.610424)
H (4.949958, -1.356509, 0.563560)
H (-1.789369, -2.400160, 3.778792)
H (0.963096, -6.371889, -3.910982)
H (0.762174, 4.768336, -1.407775)
H (4.839702, 3.246656, -4.474657)
H (0.696829, 0.322288, 0.222989)
H (-3.897827, -0.320555, 1.562350)
H (0.661334, 1.023575, 1.820091)
H (2.759104, -0.298523, 0.752763)
H (1.366426, 0.381043, 6.387728)
H (5.313365, -3.650282, 1.410737)
H (0.658227, -5.375180, -1.520575)
H (0.769580, 4.502242, -4.847238)
H (-2.034595, -2.217047, 6.247294)
H (-2.799682, 0.085882, -3.658174)
H (4.090588, 1.174472, -3.335508)
H (0.385131, 2.390590, -0.887757)
H (-1.086883, -3.341589, -6.597035)
H (-2.370255, 5.872792, 1.298360)
H (1.635712, 0.158276, 3.938492)
H (1.216170, -3.827002, 2.650302)
H (-2.729666, 3.488523, 1.851706)
H (0.031911, 2.425209, -3.702386)
H (3.179097, 4.910544, -5.226392)
H (-1.053576, 2.202673, 3.524359)
H (-0.614064, 6.509575, -0.319679)
H (-3.117343, 0.209074, -6.174220)
H (-5.243643, -0.430776, 3.658082)
H (-4.477180, 0.786631, 5.665748)

Forces on atoms 1 to 6 (eV/Å):
Ba -0.41 -2.50 -3.07
P 1.27 0.34 1.67
P 0.23 1.89 1.61
O 0.48 0.86 -0.49
O -0.94 -0.92 0.16
O -1.19 -0.10 -0.77


A molecular structure, C37H32Cl3N9O4PbS2. Source: OMol25; level of theory: ωB97M-V with the def2-TZVPD basis set.

Computed properties:
E_LUMO = -7.09 eV
orbital gap = 0.20388 hartree
HOMO level = -12.634 eV
strongest force on any atom = 0.2 eV/Å
total charge = +2
ΔE to the lowest compared entry with this formula, charge and spin = 0.0 kcal per mole

CARTESIAN COORDINATES (ANGSTROEM)
Pb (-2.187227, -2.825348, 0.547476)
Cl (3.632428, -0.265753, -3.962971)
Cl (4.400714, -2.355193, 2.497605)
Cl (-0.422513, 2.942051, -2.599139)
S (5.725753, -4.770888, 1.385689)
S (-0.138360, 1.100605, 2.760769)
O (-2.617440, 0.540168, -0.652311)
O (-4.565746, -1.631200, 0.087483)
O (1.413470, 5.333748, 1.552334)
O (4.908145, -0.882300, -1.262997)
N (-2.115351, -1.548504, -1.515040)
N (-3.600160, -1.378078, 2.639110)
N (-1.838712, -3.300463, -3.055332)
N (-0.835541, -1.206423, 1.360431)
N (-4.395436, 3.260140, 1.834801)
N (2.107013, -3.271806, -1.035535)
N (-0.002948, -3.648812, -0.537592)
N (-3.622091, 3.837501, 2.682181)
N (-2.506264, -1.149874, -3.697408)
C (-3.118970, -1.194093, 3.863618)
C (-2.487695, -0.217137, -1.587533)
C (-1.789235, 3.914893, 1.067290)
C (3.303868, -2.651530, -1.601994)
C (-2.405475, 4.189691, 2.341608)
C (-0.526440, 4.326682, 0.843775)
C (0.742845, 1.238986, -0.845766)
C (0.841186, -2.853730, -1.175483)
C (5.394547, -3.089351, 1.299656)
C (0.723711, 1.708254, -2.145213)
C (2.545001, 0.281473, -2.730053)
C (6.664698, -4.690338, -0.047306)
C (0.776643, -4.625538, 0.050233)
C (-5.682818, 0.436741, 0.165114)
C (1.698220, 0.295251, -0.501480)
C (-2.754135, 0.122941, -3.047995)
C (-2.546366, -1.388400, -5.130470)
C (2.608404, -0.210486, -1.424207)
C (3.584185, -1.276377, -0.971161)
C (-5.641278, 1.679101, 0.642875)
C (-4.151919, 0.949672, 2.555411)
C (-4.783047, -0.598668, 0.697339)
C (-3.152675, 0.033685, 4.513835)
C (0.201948, 4.999409, 1.873405)
C (-0.384781, 5.276446, 3.137748)
C (-2.143558, -2.034772, -2.773288)
C (2.082628, -4.398888, -0.248549)
C (-0.547175, -0.239156, 1.961404)
C (-3.648536, 1.130483, 3.839542)
C (5.975807, -2.483968, 0.225549)
C (1.615275, 1.243771, -3.096909)
C (5.809879, -1.046009, -0.162646)
C (-1.667115, 4.894195, 3.350424)
C (6.714583, -3.431055, -0.549716)
C (-4.140503, -0.332244, 2.020557)
C (2.263689, 6.034185, 2.490900)
C (-4.717746, 2.031232, 1.726655)
H (0.572363, -1.964556, -1.721808)
H (-1.564655, -1.679195, -5.508841)
H (-3.653823, 2.105273, 4.307822)
H (2.423014, 5.419711, 3.374847)
H (-2.344795, 3.390605, 0.298786)
H (2.985583, -4.924147, 0.014407)
H (3.453392, -1.387260, 0.110187)
H (1.818322, 6.992784, 2.749567)
H (-1.344811, -3.840129, -2.357215)
H (4.140422, -3.313468, -1.392329)
H (0.035894, 1.594518, -0.108670)
H (-6.224701, 2.483507, 0.213973)
H (-2.839863, -0.466768, -5.624478)
H (5.464858, -0.455084, 0.690056)
H (-3.785328, 0.458558, -3.174358)
H (-2.685334, -2.060287, 4.348813)
H (7.264510, -3.163394, -1.441228)
H (0.171543, 5.793063, 3.904397)
H (-1.835618, -3.631310, -4.005020)
H (-6.310909, 0.156403, -0.669963)
H (3.198003, 6.185351, 1.964285)
H (-2.169499, 5.099012, 4.286994)
H (7.149095, -5.576970, -0.423775)
H (-0.026849, 4.162493, -0.100814)
H (6.755064, -0.633153, -0.509146)
H (3.196600, -2.572700, -2.681269)
H (-3.281979, -2.153843, -5.380677)
H (0.352460, -5.419485, 0.641953)
H (-2.766796, 0.122724, 5.519017)
H (1.606547, 1.632424, -4.105603)
H (1.728526, -0.064690, 0.520581)
H (-2.078623, 0.905092, -3.397212)

Forces on atoms 1 to 6 (eV/Å):
Pb -0.02 -0.02 0.02
Cl -0.02 -0.02 0.01
Cl 0.00 0.00 0.00
Cl -0.02 -0.02 0.00
S 0.02 0.00 0.02
S 0.04 -0.02 0.00


Q: The lowest strongest force on any atom belongs to which entry?
A: C37H32Cl3N9O4PbS2